Here is 2 unconnected molecules or ions with the total composition C26H45BrN2O5P in a non-equilibrium geometry from the Open Molecules 2025 dataset. Energies are from the ωB97M-V functional and the def2-TZVPD basis.

Calculated values
HOMO-LUMO gap ... 3.71 eV
HOMO level ... -1.57 eV

Geometry as ORCA input:
```
! RIJCOSX wB97M-V def2-TZVPD def2/J DEFGRID3
* xyz -1 1
C -1.65622 -0.75569 5.78299
C -0.90232 -0.61575 4.85756
C -0.00612 -0.69501 3.69949
P 0.64909 0.86953 2.93375
Br 0.11753 2.20126 4.91618
C -0.53429 1.87625 1.95990
C -1.86871 1.14976 1.72193
C -3.09316 2.08223 1.85664
C -4.17336 1.56640 2.84568
C -5.55791 1.35727 2.20620
C -5.89112 -0.11058 2.00741
O -5.69088 -0.79450 3.26324
C -6.47690 -1.88579 3.44624
O -7.33678 -1.90449 4.26924
C -6.23952 -3.11241 2.62229
C -6.70656 -3.24606 1.37729
C 2.40859 1.48994 3.12755
C 2.58842 2.96193 3.34328
O 3.26758 3.43689 4.20622
O 1.94261 3.72070 2.43487
N 1.02774 -0.03888 1.45223
C 1.46101 -1.22721 1.33491
C 0.68301 -2.21288 0.50334
C 2.76503 -1.76544 1.89527
H -2.51788 -0.77810 6.40178
H -0.60012 -1.20026 2.94298
H 0.83391 -1.30174 4.03719
H -0.71346 2.78865 2.51892
H -0.03030 2.16103 1.04038
H -1.99688 0.27340 2.35223
H -1.85149 0.80519 0.68838
H -2.78765 3.07516 2.18497
H -3.55287 2.20908 0.87586
H -4.29108 2.28093 3.65895
H -3.80363 0.64873 3.29846
H -6.33432 1.77466 2.84871
H -5.60961 1.86356 1.24212
H -6.94022 -0.23198 1.73180
H -5.24657 -0.53375 1.23148
H -5.69169 -3.90949 3.11290
H -7.14505 -4.19021 1.07874
H -6.61817 -2.46017 0.63881
H 2.88615 1.25106 2.17628
H 2.93289 0.95070 3.91251
H 1.78963 4.57871 2.85210
H 0.71451 -3.17694 1.02368
H 1.14455 -2.36551 -0.47742
H -0.34846 -1.89095 0.40273
H 2.75267 -1.92001 2.97617
H 3.09790 -2.65978 1.37435
H 3.53515 -1.01395 1.70955
C 1.75501 1.87550 -5.09746
C 1.94342 0.34541 -5.05194
C 3.09554 -0.03780 -5.99406
C 4.49465 0.33397 -5.49006
C 4.58194 0.35478 -3.95545
C 3.50702 -0.48285 -3.25246
N 2.20281 -0.01380 -3.65426
O 1.16650 -0.73349 -3.02587
C 3.63357 -0.22198 -1.75705
C 3.76786 -1.98412 -3.49742
C 0.67898 -0.29650 -5.60804
H 0.92025 2.15805 -4.45451
H 1.54151 2.23186 -6.11561
H 2.64750 2.39224 -4.73984
H 3.06300 -1.11741 -6.16218
H 2.92553 0.41277 -6.97861
H 5.21461 -0.38463 -5.89304
H 4.79656 1.30796 -5.88549
H 5.57857 0.02579 -3.64256
H 4.48824 1.38634 -3.60239
H 3.40551 0.81777 -1.51598
H 4.65719 -0.43005 -1.41405
H 2.95666 -0.85745 -1.18636
H 4.76363 -2.26839 -3.13592
H 3.71407 -2.24908 -4.55418
H 3.02856 -2.57957 -2.96110
H 0.52239 0.04567 -6.63865
H -0.19357 -0.02272 -5.01974
H 0.75779 -1.38375 -5.61403
*
```

---

Here is a molecular structure, C26H45MnN5OS2Si4Te in a non-equilibrium geometry from the Open Molecules 2025 dataset. Energies are from the ωB97M-V functional and the def2-TZVPD basis.

Calculated values
HOMO-LUMO gap (spin up / spin down) ... 5.57 / 6.10 eV
HOMO level (spin up / spin down) ... -12.55 / -12.58 eV

Geometry as ORCA input:
```
! RIJCOSX wB97M-V def2-TZVPD def2/J DEFGRID3
* xyz 2 4
Mn 0.28389 0.30832 0.12445
N -1.33927 -1.88550 -3.04120
C -0.78977 -3.19976 -3.10807
C -1.52278 -4.23754 -3.65490
C -1.00769 -5.52692 -3.63268
C 0.22482 -5.77698 -3.05142
C 0.96269 -4.73412 -2.50565
C 0.45255 -3.44743 -2.55102
S 1.39666 -2.07719 -1.95231
N 0.12631 -1.04596 -1.42633
C -1.00906 -1.04069 -2.05053
C -1.98973 -0.03505 -1.57151
C -3.13048 0.31416 -2.26577
C -3.96485 1.29634 -1.75253
C -3.64744 1.84854 -0.52515
C -2.49917 1.43317 0.11697
N -1.65010 0.54100 -0.40133
H -2.26192 -1.79711 -3.43473
H -2.48670 -4.04011 -4.11130
H -1.58440 -6.33444 -4.06167
H 0.62665 -6.78090 -3.03419
H 1.93975 -4.90806 -2.07294
H -3.35406 -0.14279 -3.21937
H -4.84533 1.61282 -2.29515
H -4.27523 2.60351 -0.07345
H -2.24990 1.82115 1.09364
C 4.21872 -2.05669 3.54282
Si 3.69293 -0.68673 4.71717
C 5.17823 -0.10324 5.70135
C 2.29487 -1.20813 5.86355
Si 2.76115 1.26970 3.64378
Te 0.40059 0.36611 2.85370
Si 4.56694 2.03124 2.02366
C 3.77560 3.28316 0.89483
C 5.74192 2.81826 3.24490
C 5.20145 0.47600 1.21605
Si 2.14692 3.07141 5.07170
C 3.48562 3.30156 6.36381
C 2.06197 4.67660 4.08443
C 0.51520 2.68422 5.92377
H 4.05855 -3.03340 4.00704
H 5.28312 -1.98022 3.31658
H 3.68483 -2.04780 2.59118
H 5.38849 -0.82106 6.49980
H 5.02610 0.87064 6.16962
H 6.07402 -0.04685 5.07878
H 2.53576 -2.14381 6.37701
H 1.35258 -1.35586 5.33078
H 2.12404 -0.45267 6.63439
H 3.25725 4.05485 1.46659
H 3.05907 2.79911 0.23197
H 4.52015 3.77855 0.26356
H 5.32144 3.72970 3.67448
H 6.67212 3.09678 2.73954
H 6.00301 2.14254 4.06184
H 4.38536 -0.12079 0.81111
H 5.76157 -0.13243 1.92759
H 5.87378 0.72247 0.38865
H 4.48114 3.35484 5.91793
H 3.49017 2.51083 7.11645
H 3.31341 4.24698 6.88668
H 3.05910 5.11578 4.00463
H 1.42988 5.40950 4.59442
H 1.68008 4.53686 3.06978
H 0.63389 1.86188 6.63285
H -0.26524 2.38885 5.21553
H 0.15143 3.54903 6.48411
C 1.10756 -2.41530 1.47581
C 1.20394 -0.93437 1.28654
O 2.04299 -0.31889 0.53756
H 1.64162 -2.92448 0.67652
H 0.05860 -2.71860 1.46325
H 1.52849 -2.71060 2.43587
S 0.67212 2.61380 -0.84653
C 0.08699 3.87308 0.12574
N -0.00860 5.13347 -0.29209
C -0.44779 6.04771 0.76699
C -0.87136 5.07346 1.88095
N -0.34304 3.79822 1.38723
H 0.35250 5.44768 -1.17686
H -1.27002 6.67323 0.42946
H 0.37629 6.69234 1.07280
H -1.95584 5.02470 1.98717
H -0.44174 5.32700 2.84683
H -0.31079 2.94531 1.91912
*
```

---

Here is a molecular structure, C26H45N9S2Ti in a non-equilibrium geometry from the Open Molecules 2025 dataset. Energies are from the ωB97M-V functional and the def2-TZVPD basis.

Calculated values
HOMO-LUMO gap (spin up / spin down) ... 7.01 / 7.08 eV
HOMO level (spin up / spin down) ... -9.25 / -9.25 eV

Geometry as ORCA input:
```
! RIJCOSX wB97M-V def2-TZVPD def2/J DEFGRID3
* xyz 1 2
Ti 0.05287 -0.14918 -0.14509
N -2.19345 0.02410 0.16400
C -2.66994 0.03820 1.55090
C -1.81019 -0.91552 2.35062
N -0.39812 -0.46644 2.26874
C -0.07522 0.47241 3.37276
C 0.50490 1.80720 2.93396
N 1.86286 1.67390 2.40472
H -2.50576 -0.82096 -0.31845
H -2.54809 0.82555 -0.34417
H -2.55872 1.05420 1.94100
H -3.72751 -0.23318 1.62818
H -2.14259 -0.95577 3.39253
H -1.88209 -1.92372 1.93803
H 0.18585 -1.29230 2.34223
H -1.00259 0.67705 3.91282
H 0.59660 -0.00788 4.09285
H -0.13638 2.23245 2.15556
H 0.45432 2.48336 3.79972
H 2.22324 2.56730 2.08237
H 2.48209 1.39978 3.16230
C 2.70665 -1.73766 1.98393
N 2.53803 -1.81696 0.54742
C 2.78020 -3.15304 0.01090
C 2.95118 -0.76802 -0.28420
N 2.07282 0.17469 -0.51802
C 2.31147 1.43063 -1.19271
C 3.51872 1.81917 -1.77504
C 3.63539 2.96695 -2.53977
C 2.51364 3.74024 -2.78118
C 1.32835 3.40240 -2.16010
C 1.21764 2.31106 -1.29946
N -0.00479 2.03491 -0.63447
C -0.77384 3.07414 -0.35134
N -2.12897 2.96432 -0.50558
C -3.05871 3.71467 0.31970
C -2.65290 2.53298 -1.80360
N -0.30375 4.25445 0.11332
C -0.92491 5.52098 -0.24810
C 0.99367 4.37727 0.75362
N 4.22057 -0.75855 -0.81728
C 5.32327 -1.28924 -0.03382
C 4.32690 -0.99533 -2.25981
H 3.70252 -2.06257 2.30828
H 1.97954 -2.40344 2.45797
H 2.53018 -0.72076 2.30953
H 2.06544 -3.82784 0.48080
H 3.79408 -3.51458 0.20447
H 2.56848 -3.16851 -1.05751
H 4.39827 1.21971 -1.63130
H 4.59112 3.21941 -2.97585
H 2.55590 4.59387 -3.44216
H 0.44746 4.00475 -2.34863
H -2.56773 4.03720 1.23538
H -3.89512 3.06393 0.58209
H -3.46562 4.58987 -0.19421
H -1.94650 1.86407 -2.29307
H -2.85070 3.40067 -2.44090
H -3.59530 1.99809 -1.66419
H -1.73349 5.35868 -0.95529
H -0.17098 6.14849 -0.72788
H -1.31105 6.04844 0.62510
H 1.46592 3.40045 0.81399
H 0.87031 4.79904 1.75384
H 1.64451 5.03110 0.16894
H 5.24506 -0.95885 0.99839
H 6.24455 -0.87349 -0.44288
H 5.40341 -2.37884 -0.06600
H 3.44041 -0.61925 -2.76542
H 4.41954 -2.06650 -2.46053
H 5.20158 -0.48366 -2.66198
S -0.51366 -2.51940 -0.22743
C -0.16798 -2.98717 -1.89434
C 0.03269 -4.32561 -2.22641
C 0.28138 -4.69861 -3.53563
C 0.33286 -3.73074 -4.53244
C 0.13319 -2.39975 -4.21135
C -0.11854 -2.01329 -2.89657
S -0.36499 -0.30682 -2.50410
H -0.01816 -5.07342 -1.44636
H 0.42787 -5.74104 -3.77979
H 0.52460 -4.01418 -5.55754
H 0.16994 -1.64167 -4.98266
*
```

---

Results for ΔE to the lowest compared entry with this formula, charge and spin: 0.0 89.7 163.9 (in kJ/mol, following the order of the records).